No. 1
Computed, not measured: a cluster of 9 separate species, C5H29N2O8 in total in a non-equilibrium geometry, with ωB97M-V/def2-TZVPD.

```
! wB97M-V def2-TZVPD RIJCOSX def2/J DEFGRID3
* xyz 1 1
C 2.919 2.017 0.798
C 2.194 0.741 0.246
C 2.284 -0.563 1.164
C 1.173 -1.551 0.994
C 0.963 -2.153 -0.206
N -0.196 -2.882 -0.347
N 0.767 1.061 0.140
H 2.775 2.031 1.881
H 2.411 2.957 0.366
H 3.975 2.063 0.511
H 2.548 0.486 -0.822
H 2.450 -0.386 2.236
H 3.309 -0.925 1.129
H 0.763 -1.913 1.861
H 1.711 -2.070 -0.988
H -0.326 -3.653 -0.964
H -0.690 -3.114 0.450
H 0.179 0.220 -0.257
H 0.384 1.831 -0.464
H 0.427 1.101 1.137
H -2.956 -0.247 -1.178
H -3.957 -0.986 -2.009
O -3.095 -0.422 -2.005
H 0.863 3.176 -1.675
H -0.512 2.417 -2.121
O -0.102 3.017 -1.416
H -2.295 -2.183 0.751
H -2.593 -3.484 0.155
O -2.563 -3.047 0.928
H 1.874 0.319 -3.282
H 1.110 -0.564 -2.261
O 1.328 0.367 -2.515
H -1.225 -1.011 -2.465
H -0.423 -1.490 -3.752
O -0.383 -1.350 -2.723
H 0.139 0.093 4.016
H -0.266 -1.356 3.964
O 0.482 -0.644 3.775
H -1.554 3.063 2.589
H -1.865 1.542 2.372
O -1.103 2.175 2.439
H -2.927 2.516 -1.199
H -1.765 2.905 -0.366
O -2.407 2.213 -0.502
*
```

Summary:
HOMO-LUMO gap   0.3005 Eh
E   -918.990119 a.u.
Energy relative to the best compared isomer or geometry (same formula, charge and spin)   113.5 kcal/mol
HOMO level   -10.9 eV
Maximum force   10.2 eV Å⁻¹

Here are the natural (NBO) charges for atoms 1 to 4, given in e: atom 1 (C): -0.6214, atom 2 (C): -0.0612, atom 3 (C): -0.4872, atom 4 (C): -0.3508

No. 2
Computed, not measured: a cluster of 8 separate species, C5H29N2O8 in total in a non-equilibrium geometry, with ωB97M-V/def2-TZVPD.

```
! wB97M-V def2-TZVPD RIJCOSX def2/J DEFGRID3
* xyz 1 1
N 2.867 -1.820 0.554
C 1.780 -2.383 1.579
C 0.733 -1.307 1.952
N 0.249 -0.618 0.780
C -1.863 0.386 1.687
C -1.218 -0.492 0.559
C -1.283 0.324 -0.791
O -0.881 -0.503 -1.861
H 3.057 -0.879 0.871
H 2.360 -1.762 -0.368
H 3.682 -2.452 0.391
H 2.301 -2.770 2.483
H 1.202 -3.285 1.185
H -0.050 -1.944 2.620
H 1.063 -0.587 2.653
H 0.933 0.005 0.342
H -2.282 1.273 1.254
H -1.054 0.575 2.414
H -2.718 -0.050 2.179
H -1.618 -1.496 0.360
H -2.276 0.763 -1.051
H -0.475 1.201 -0.598
H -1.591 -1.046 -2.115
H 2.738 0.995 -0.274
H 3.080 1.438 1.323
O 2.897 0.716 0.649
H -1.856 3.027 0.808
H -0.842 3.952 0.087
O -1.436 3.200 0.025
H -3.775 -1.332 -2.209
H -3.164 -2.764 -2.755
O -3.143 -2.037 -2.052
H 1.592 -1.163 -2.460
H 0.617 -1.805 -1.389
O 1.515 -1.896 -1.749
H 0.727 -0.017 -4.492
H -0.095 0.202 -3.173
O 0.836 0.078 -3.584
H -1.771 3.341 3.514
H -2.897 3.315 2.526
O -1.969 3.648 2.525
H 0.806 1.450 -1.772
H 1.558 2.688 -1.108
O 1.666 1.832 -1.514
*
```

Summary:
HOMO-LUMO gap   0.3417 Eh
E   -919.042814 a.u.
Energy relative to the best compared isomer or geometry (same formula, charge and spin)   80.5 kcal/mol
HOMO level   -11.6 eV
Maximum force   4.8 eV Å⁻¹

Here are the natural (NBO) charges for atoms 1 to 4, given in e: atom 1 (N): -0.7536, atom 2 (C): -0.2300, atom 3 (C): -0.2383, atom 4 (N): -0.7307

No. 3
Computed, not measured: a cluster of 9 separate species, C5H29N2O9 in total in a non-equilibrium geometry, with ωB97M-V/def2-TZVPD.

```
! wB97M-V def2-TZVPD RIJCOSX def2/J DEFGRID3
* xyz -1 1
N 0.935 -0.359 1.949
C -0.353 -0.828 1.466
C -1.442 -1.057 2.513
C -1.905 0.278 3.153
O -1.591 1.389 2.400
C -0.097 -2.153 0.681
N -0.864 -2.198 -0.573
C -2.028 -3.100 -0.589
H 0.761 0.529 2.417
H 1.322 -1.045 2.589
H -0.648 -0.126 0.683
H -1.081 -1.675 3.378
H -2.295 -1.604 2.130
H -1.513 0.426 4.195
H -2.982 0.095 3.326
H 0.930 -2.297 0.368
H -0.297 -2.949 1.395
H -1.280 -1.263 -0.768
H -1.800 -4.001 -0.024
H -2.095 -3.504 -1.609
H -3.018 -2.683 -0.484
H 0.001 1.111 -1.170
H 0.967 0.513 -0.266
O 0.893 1.340 -0.783
H 3.624 -1.640 0.448
H 3.449 -1.032 1.928
O 3.980 -1.585 1.348
H -2.960 2.823 -0.347
H -2.111 1.327 1.581
O -2.049 2.522 -0.236
H -1.869 1.693 -0.981
H -1.994 1.245 -2.584
O -1.739 0.683 -1.845
H 2.379 -0.874 -2.297
H 3.815 -0.462 -1.963
O 3.226 -1.216 -1.971
H 0.128 3.959 1.306
H -0.975 3.705 0.098
O -0.333 4.324 0.556
H 1.765 1.030 -3.008
H 2.649 1.766 -2.217
O 2.708 1.273 -3.050
H -0.872 -0.131 -2.812
H -0.208 -1.405 -2.889
O -0.071 -0.551 -3.320
*
```

Summary:
HOMO-LUMO gap   0.3331 Eh
E   -994.604631 a.u.
Energy relative to the best compared isomer or geometry (same formula, charge and spin)   46.0 kcal/mol
HOMO level   -6.2 eV
Maximum force   2.3 eV Å⁻¹

Here are the natural (NBO) charges for atoms 1 to 4, given in e: atom 1 (N): -0.8553, atom 2 (C): -0.0625, atom 3 (C): -0.4536, atom 4 (C): -0.0592

No. 4
Computed, not measured: a cluster of 9 separate species, C5H29N2O9 in total in a non-equilibrium geometry, with ωB97M-V/def2-TZVPD.

```
! wB97M-V def2-TZVPD RIJCOSX def2/J DEFGRID3
* xyz 0 2
O 1.146 0.251 0.658
C 0.719 -0.009 -0.527
N 1.652 -0.376 -1.510
C 1.318 -0.965 -2.788
C -0.774 -0.123 -0.612
N -1.362 0.013 0.883
C -2.804 0.957 -1.868
C -1.316 0.901 -1.602
H 2.587 0.184 -1.537
H 1.955 -0.409 -3.481
H 1.425 -2.064 -2.848
H 0.373 -0.772 -3.234
H -0.951 -1.142 -0.901
H -1.089 0.999 1.338
H -1.037 -0.776 1.407
H -2.388 0.046 0.838
H -2.832 1.511 -2.893
H -3.450 0.118 -1.963
H -3.289 1.553 -1.017
H -1.019 1.983 -1.443
H -0.908 0.783 -2.650
H -0.235 2.938 2.968
H 1.117 2.337 2.297
O 0.070 2.343 2.134
H 0.832 3.817 -0.779
H 1.044 3.940 -2.205
O 1.131 3.365 -1.553
H -0.898 -4.972 0.439
H 0.276 -3.852 0.426
O -0.724 -4.013 0.466
H -1.117 -2.073 3.484
H -0.808 -2.906 2.176
O -1.311 -2.097 2.489
H -4.546 -0.714 1.375
H -3.379 -0.611 2.426
O -3.780 -0.290 1.614
H 4.113 2.262 -1.111
H 2.630 2.395 -1.246
O 3.283 1.811 -0.961
H 2.715 0.534 2.648
H 2.680 1.482 1.637
O 2.744 1.492 2.647
H 1.920 -2.739 2.017
H 2.586 -3.755 1.137
O 1.699 -3.358 1.226
*
```

Summary:
HOMO-LUMO gap (spin up / spin down)   0.0816 / 0.3459 Eh
E   -994.388396 a.u.
Energy relative to the best compared isomer or geometry (same formula, charge and spin)   81.0 kcal/mol
HOMO level (spin up / spin down)   -2.2 / -9.5 eV
Maximum force   6.3 eV Å⁻¹

Here are the natural (NBO) charges for atoms 1 to 4, given in e: atom 1 (O): -0.6890, atom 2 (C): 0.6603, atom 3 (N): -0.6401, atom 4 (C): -0.4339

No. 5
Computed, not measured: a cluster of 10 separate species, C5H29NO10 in total in a non-equilibrium geometry, with ωB97M-V/def2-TZVPD.

```
! wB97M-V def2-TZVPD RIJCOSX def2/J DEFGRID3
* xyz 0 1
C -1.141 -0.276 -0.667
N 0.031 0.601 -0.777
C 0.039 1.388 -2.036
C 1.015 0.831 -3.114
C 0.345 2.856 -1.647
C 0.016 3.166 -0.208
O 0.966 3.169 0.557
H -2.042 0.330 -0.639
H -1.018 -0.882 0.233
H -1.166 -1.020 -1.474
H 0.880 0.100 -0.559
H -0.979 1.245 -2.388
H 1.270 1.478 -3.934
H 1.780 0.277 -2.581
H 0.393 0.027 -3.533
H 1.320 3.291 -1.839
H -0.275 3.432 -2.357
H -0.924 3.579 0.174
O -0.568 2.764 3.098
H 0.354 2.800 3.373
H -0.512 2.983 2.160
O -1.794 -2.245 -3.219
H -2.287 -2.146 -4.014
H -1.082 -2.860 -3.425
O 2.844 -2.988 1.470
H 2.559 -3.809 1.065
H 2.404 -2.814 2.304
O -3.969 1.948 1.974
H -4.091 1.464 2.762
H -4.332 1.593 1.170
O 1.660 -2.363 -1.510
H 2.521 -2.322 -1.068
H 1.238 -1.547 -1.280
O 1.009 0.070 1.990
H 0.753 0.917 1.612
H 0.288 0.133 2.642
O -2.875 -3.143 -0.742
H -2.495 -2.637 -1.444
H -2.876 -2.556 0.018
O 4.100 -1.077 -0.123
H 4.372 -1.682 0.579
H 3.285 -0.803 0.325
O -1.136 -1.873 3.425
H -1.616 -1.499 4.174
H -1.539 -2.743 3.346
*
```

Summary:
HOMO-LUMO gap   0.3344 Eh
E   -1014.984230 a.u.
Energy relative to the best compared isomer or geometry (same formula, charge and spin)   104.0 kcal/mol
HOMO level   -8.9 eV
SMILES   CN[C@H](C)CC=O.O.O.O.O.O.O.O.O.O
Maximum force   2.9 eV Å⁻¹

Here are the natural (NBO) charges for atoms 1 to 4, given in e: atom 1 (C): -0.4404, atom 2 (N): -0.6614, atom 3 (C): -0.0208, atom 4 (C): -0.6322

No. 6
Computed, not measured: a cluster of 10 separate species, C5H29NO10 in total in a non-equilibrium geometry, with ωB97M-V/def2-TZVPD.

```
! wB97M-V def2-TZVPD RIJCOSX def2/J DEFGRID3
* xyz 0 1
O 2.483 -0.200 -1.189
C 1.710 0.977 -0.865
C 0.259 0.676 -0.567
C -0.612 1.940 -0.843
C -1.309 2.115 0.510
C -0.648 1.195 1.537
N -0.019 0.135 0.808
H 2.381 -0.860 -0.497
H 1.903 1.623 -1.702
H 2.282 1.723 -0.223
H -0.104 0.082 -1.388
H -1.436 1.759 -1.531
H -0.116 2.945 -1.186
H -1.271 3.144 0.901
H -2.411 1.994 0.379
H 0.278 1.756 1.841
H -1.357 0.831 2.279
H -0.445 -0.797 0.802
O 1.596 2.325 3.512
H 1.945 3.096 3.006
H 2.510 1.910 3.397
O 1.029 -1.191 -3.022
H 1.939 -0.868 -2.801
H 0.792 -1.928 -2.457
O -2.345 -3.083 0.593
H -2.229 -3.926 0.141
H -3.143 -2.805 0.128
O -1.561 -0.377 -3.221
H -1.970 0.388 -3.626
H -0.610 -0.537 -3.150
O 1.286 3.759 -2.889
H 2.014 3.157 -3.056
H 0.515 3.398 -3.339
O 2.877 0.082 2.509
H 1.992 0.058 2.098
H 2.914 -0.754 3.039
O -1.756 -1.265 3.324
H -0.801 -1.395 3.325
H -2.085 -1.773 2.547
O -3.157 -2.798 -1.823
H -3.495 -2.974 -2.716
H -2.655 -1.976 -1.875
O 1.227 -3.605 2.342
H 0.357 -3.387 2.687
H 1.246 -4.573 2.257
*
```

Summary:
HOMO-LUMO gap   0.3269 Eh
E   -1014.975249 a.u.
Energy relative to the best compared isomer or geometry (same formula, charge and spin)   109.6 kcal/mol
HOMO level   -8.8 eV
SMILES   OC[C@@H]1CCCN1.O.O.O.O.O.O.O.O.O
Maximum force   3.5 eV Å⁻¹

Here are the natural (NBO) charges for atoms 1 to 4, given in e: atom 1 (O): -0.7544, atom 2 (C): -0.0865, atom 3 (C): -0.1192, atom 4 (C): -0.4405

No. 7
Computed, not measured: a cluster of 2 separate species, C5H2Br2N3P in total in a non-equilibrium geometry, with ωB97M-V/def2-TZVPD.

```
! wB97M-V def2-TZVPD RIJCOSX def2/J DEFGRID3
* xyz 0 1
N 0.883 -3.258 -0.986
C 0.448 -2.228 -0.722
C -0.002 -0.830 -0.616
C 0.364 -0.370 0.817
C -0.476 -0.736 1.891
N -1.265 -1.055 2.629
P 1.657 0.651 1.294
Br 2.465 1.263 -0.688
H 0.743 -0.378 -1.362
H -1.126 -0.799 -0.641
N -1.571 1.308 -0.852
C -1.254 2.368 -0.524
Br -0.865 4.064 -0.241
*
```

Summary:
HOMO-LUMO gap   0.3117 Eh
E   -5845.299306 a.u.
Energy relative to the best compared isomer or geometry (same formula, charge and spin)   0.0 kcal/mol
HOMO level   -10.0 eV
SMILES   N#CC/C(C#N)=P\Br.N#CBr
Maximum force   3.4 eV Å⁻¹

Here are the natural (NBO) charges for atoms 1 to 4, given in e: atom 1 (N): -0.3078, atom 2 (C): 0.2661, atom 3 (C): -0.5535, atom 4 (C): -0.5001

No. 8
Computed, not measured: a cluster of 2 separate species, C5H2Cl3NS in total in a non-equilibrium geometry, with ωB97M-V/def2-TZVPD.

```
! wB97M-V def2-TZVPD RIJCOSX def2/J DEFGRID3
* xyz 0 1
S 5.272 1.588 0.887
C 3.933 1.829 0.211
C 2.703 1.857 -0.222
Cl 1.929 3.447 -0.310
C 1.982 0.767 -0.903
N 2.344 -0.451 -1.138
C 3.290 -1.187 -0.579
C 4.259 -1.875 -0.292
Cl 5.462 -2.901 0.169
H 1.020 0.874 -1.444
Cl -2.905 -0.468 0.539
H -2.127 -0.838 1.537
*
```

Summary:
HOMO-LUMO gap   0.2656 Eh
E   -2025.087107 a.u.
Energy relative to the best compared isomer or geometry (same formula, charge and spin)   5.1 kcal/mol
HOMO level   -8.6 eV
SMILES   S=C=C(Cl)/C=N\C#CCl.Cl
Maximum force   2.4 eV Å⁻¹

Here are the natural (NBO) charges for atoms 1 to 4, given in e: atom 1 (S): 0.3366, atom 2 (C): -0.0602, atom 3 (C): -0.2924, atom 4 (Cl): 0.0240

Look up the energy relative to the best compared isomer or geometry (same formula, charge and spin) of the third one.
46.0 kcal/mol